162
Properties=species:S:1:pos:R:3:forces:R:3 method="wB97M-V/def2-TZVPD" e_above_lowest_kcal_mol=0.00 s2=0.75 e_tot_ha=-2762.740868 multiplicity=2 e_homo_ha="0.015 / -0.198" total_charge=-1 homo_lumo_gap_ev="1.66 / 7.45"
Li 1.459 0.551 -2.929 -0.634 -0.310 0.982
C -0.970 -1.552 0.323 0.308 -0.480 -0.281
C 0.118 -0.612 -0.217 0.247 0.308 -0.803
O 0.132 -0.329 -1.582 -0.328 -0.314 0.131
H -1.984 -1.327 -0.007 -0.064 0.446 0.139
H -0.909 -1.613 1.409 -0.205 0.406 0.265
H -0.821 -2.592 0.033 0.288 -0.175 -0.480
H 1.077 -1.000 0.124 0.587 -0.694 0.073
H 0.091 0.299 0.381 -0.509 0.665 0.214
C 2.387 2.645 -0.617 -0.664 2.803 -0.040
C 3.651 2.010 -1.059 -0.510 -0.796 0.665
C 4.724 1.889 0.020 0.748 -0.023 -1.034
O 5.429 3.117 0.275 -0.772 -0.270 0.099
C 6.417 2.867 1.223 0.543 -0.130 1.051
N 3.214 0.705 -1.583 0.530 0.175 -0.563
H 1.788 2.318 0.232 0.411 -0.900 -0.043
H 1.738 2.795 -1.480 -0.267 -0.382 -0.014
H 2.627 3.675 -0.353 0.080 0.397 0.272
H 4.095 2.584 -1.873 -0.088 0.017 -0.112
H 5.451 1.234 -0.461 0.292 -0.492 0.334
H 4.378 1.433 0.947 -0.235 0.038 0.154
H 6.986 3.762 1.474 0.065 0.134 -0.614
H 7.075 2.031 0.984 0.326 0.113 -0.691
H 6.052 2.542 2.198 -0.829 -0.023 0.247
H 2.920 0.117 -0.817 -0.250 -0.228 0.239
H 3.998 0.234 -2.011 0.435 -0.420 -0.298
C 5.477 -2.496 5.684 0.330 0.376 0.340
C 4.137 -3.027 5.289 -0.782 0.828 -0.465
C 3.586 -2.424 3.957 -0.213 -1.527 0.049
O 3.134 -1.109 4.019 0.714 0.436 0.945
C 2.728 -0.659 2.764 -0.570 0.246 -0.703
N 4.192 -4.475 5.255 -0.197 -0.584 -0.881
H 5.431 -1.409 5.754 0.086 0.004 0.245
H 6.311 -2.749 5.030 -0.252 -0.215 -0.264
H 5.668 -2.950 6.656 0.422 0.353 0.240
H 3.444 -2.782 6.094 -0.276 0.771 0.004
H 2.722 -2.994 3.616 -0.238 -0.720 0.128
H 4.306 -2.555 3.149 0.500 0.097 0.003
H 3.367 -0.974 1.939 0.854 0.384 0.119
H 2.591 0.420 2.834 0.282 -0.102 -0.360
H 1.795 -1.098 2.409 -0.688 -0.167 0.508
H 3.252 -4.812 5.104 -0.155 -0.270 -0.206
H 4.447 -4.831 6.165 0.237 0.063 0.133
C 2.963 -4.684 -4.178 -0.757 1.452 0.486
C 1.780 -3.910 -3.553 -0.528 -1.582 0.690
C 0.936 -4.926 -2.641 1.069 1.238 -1.282
O -0.383 -4.480 -2.411 -0.108 -0.931 -0.102
C -1.129 -5.312 -1.515 0.461 1.276 0.480
N 2.242 -2.769 -2.770 -0.608 -0.167 -0.787
H 3.621 -4.964 -3.356 0.122 -0.704 -0.300
H 3.501 -3.950 -4.779 0.152 -0.134 -0.081
H 2.550 -5.452 -4.832 0.481 -0.407 0.285
H 1.147 -3.636 -4.397 -0.179 0.562 0.184
H 1.499 -4.934 -1.707 -0.032 -0.574 0.288
H 0.944 -5.878 -3.171 -0.144 -0.418 0.306
H -2.118 -4.855 -1.495 -0.161 -0.449 -0.074
H -0.712 -5.191 -0.515 0.089 0.012 0.293
H -1.140 -6.388 -1.690 -0.013 0.026 -0.739
H 1.403 -2.286 -2.482 -0.296 0.685 0.317
H 2.622 -3.136 -1.909 0.433 0.051 0.236
C -5.243 -3.129 -2.899 -0.272 -0.852 1.233
C -5.183 -2.365 -1.543 0.582 0.524 -1.450
C -4.535 -3.042 -0.337 0.339 -0.569 -0.388
O -4.412 -2.154 0.766 -0.660 0.142 -0.230
C -3.797 -2.742 1.882 0.589 0.145 0.187
N -4.406 -1.174 -1.945 -0.972 0.287 1.501
H -4.269 -3.547 -3.155 0.190 0.338 0.018
H -5.534 -2.398 -3.653 -0.049 -0.186 0.011
H -5.909 -3.992 -2.899 -0.372 0.102 0.000
H -6.172 -2.035 -1.224 -0.241 -0.051 -0.096
H -3.524 -3.372 -0.572 0.241 -0.142 -0.373
H -5.108 -3.935 -0.086 -0.234 -0.184 0.388
H -2.760 -3.022 1.697 0.132 -0.321 -0.482
H -4.327 -3.621 2.250 -0.238 -0.029 0.064
H -3.679 -1.998 2.670 -0.542 0.118 -0.009
H -3.613 -1.488 -2.486 0.496 -0.228 -0.175
H -4.062 -0.909 -1.033 0.599 1.000 0.004
C -0.177 1.823 2.962 1.835 -0.796 -1.019
C 0.731 1.848 4.194 1.093 1.602 -1.609
C 1.868 2.916 4.182 -0.850 -0.156 -0.192
O 2.398 3.049 2.901 0.989 -0.585 -1.416
C 3.400 4.032 2.821 -0.190 1.323 0.348
N -0.124 2.065 5.290 -0.237 -0.480 2.250
H 0.420 1.595 2.079 0.042 0.120 -0.290
H -0.678 2.769 2.758 -0.281 -0.079 0.332
H -0.825 0.952 3.059 -0.507 0.393 0.020
H 1.342 0.951 4.297 -0.796 -0.566 0.101
H 2.633 2.567 4.876 0.143 0.240 0.322
H 1.520 3.915 4.444 -0.343 0.145 0.651
H 2.976 4.959 3.207 -0.145 0.401 0.235
H 3.742 4.309 1.824 -0.392 -0.862 -0.319
H 4.303 3.887 3.415 0.018 -0.728 0.254
H -0.593 2.958 5.226 0.093 0.268 -0.137
H -0.859 1.384 5.165 -0.252 0.078 0.623
C -1.110 -1.762 4.710 1.182 0.278 -0.297
C -1.992 -1.337 5.859 -0.043 -0.744 -0.268
C -3.155 -0.397 5.463 0.432 -0.383 0.893
O -2.658 0.840 4.988 1.355 -1.880 1.226
C -3.637 1.674 4.551 -0.831 0.365 -1.312
N -2.490 -2.579 6.537 -0.616 1.205 -0.255
H -0.163 -2.132 5.102 0.083 -0.215 0.240
H -0.771 -0.927 4.097 -0.340 0.148 -0.133
H -1.469 -2.558 4.057 -0.572 0.150 0.121
H -1.377 -0.857 6.621 0.139 0.781 -0.365
H -3.743 -0.198 6.359 -0.194 0.051 0.374
H -3.863 -0.862 4.777 0.180 -0.133 -0.507
H -3.139 2.570 4.183 -0.310 0.127 0.021
H -4.406 1.894 5.292 0.014 0.187 0.313
H -4.108 1.137 3.727 -0.570 0.486 -0.460
H -2.902 -2.167 7.362 -0.573 -0.469 0.509
H -1.683 -3.059 6.910 0.289 -0.219 -0.175
C -1.674 -2.978 -5.362 0.720 1.583 -0.345
C -1.359 -1.715 -4.459 -0.695 -2.887 0.195
C -1.939 -0.435 -5.030 0.954 0.581 0.229
O -0.933 0.149 -5.883 -0.560 -0.935 -1.434
C -1.576 0.901 -6.901 0.402 -0.081 0.270
N -1.925 -2.147 -3.170 -0.279 1.300 0.096
H -1.329 -2.784 -6.378 0.158 -0.165 -0.158
H -2.743 -3.178 -5.429 -0.043 0.011 0.331
H -1.127 -3.825 -4.947 -0.193 -0.080 -0.092
H -0.277 -1.700 -4.328 0.216 0.691 -0.451
H -2.146 0.418 -4.384 -0.453 -0.660 1.053
H -2.865 -0.671 -5.553 -0.022 0.002 -0.351
H -1.960 1.813 -6.443 -0.421 0.247 -0.196
H -2.378 0.308 -7.339 -0.154 0.162 -0.136
H -0.869 1.177 -7.684 0.174 -0.099 0.158
H -1.447 -1.573 -2.490 0.207 0.522 0.714
H -1.585 -3.069 -2.936 0.132 -0.158 -0.388
C 1.473 3.274 -5.027 -1.397 0.588 0.335
C 0.287 3.231 -4.002 1.266 1.670 -1.518
C -0.931 4.133 -4.395 0.824 -0.086 0.615
O -0.509 5.474 -4.419 0.164 1.109 -0.444
C -0.546 6.120 -3.165 0.684 0.104 0.215
N -0.019 1.855 -3.848 -0.436 -0.064 0.805
H 1.586 4.283 -5.423 0.379 -0.015 0.075
H 1.215 2.610 -5.852 0.119 -0.068 -0.136
H 2.372 2.900 -4.537 0.083 0.151 -0.137
H 0.679 3.693 -3.096 -0.057 -0.301 0.321
H -1.748 4.129 -3.673 -0.146 -0.875 0.285
H -1.355 3.866 -5.363 0.172 0.054 -0.232
H 0.112 5.655 -2.431 -0.085 -0.525 0.136
H -1.542 6.206 -2.732 -0.248 -0.134 -0.116
H -0.101 7.113 -3.236 -0.288 0.131 -0.551
H -0.411 1.563 -4.732 0.319 -0.566 -0.290
H -0.830 1.897 -3.247 -0.426 -1.016 0.701
C -3.471 2.070 0.144 0.246 -0.109 -0.208
C -2.636 2.568 -1.061 0.077 1.059 1.504
C -1.327 3.223 -0.593 0.251 0.119 -0.506
O -1.552 4.391 0.165 0.443 0.383 1.133
C -0.291 4.944 0.650 -1.124 -0.925 -0.696
N -2.322 1.539 -2.013 -0.413 -0.628 -0.026
H -4.451 1.702 -0.159 -0.103 0.152 -0.202
H -3.602 2.812 0.932 0.029 0.213 -0.156
H -2.981 1.210 0.601 0.294 -0.112 0.042
H -3.151 3.393 -1.553 -0.443 -0.061 -0.175
H -0.739 3.542 -1.454 0.033 -0.222 -0.540
H -0.680 2.513 -0.078 -0.072 -0.300 0.442
H 0.323 4.135 1.046 0.133 0.005 0.179
H -0.499 5.671 1.435 -0.085 0.016 -0.227
H 0.228 5.376 -0.205 0.196 0.287 0.102
H -1.670 0.889 -1.599 1.364 -0.167 0.156
H -3.096 0.891 -2.046 -0.869 0.175 -0.593

169
Properties=species:S:1:pos:R:3:forces:R:3 method="wB97M-V/def2-TZVPD" e_above_lowest_kcal_mol=32.29 e_tot_ha=-3459.396331 multiplicity=1 e_homo_ha=-0.316 smiles=COCCNCCOC.COCCNCCOC.COCCNCCOC.COCCNCCOC.OCCO.OCCO.OCCO.OCCO.OCCO.OCCO.OCCO.O homo_lumo_gap_ev=8.45
C 0.834 -4.445 -3.451 -0.790 0.272 -1.358
O 2.131 -4.115 -3.885 0.121 0.282 0.852
C 2.967 -5.256 -3.992 -0.097 -0.144 -0.189
C 4.367 -4.893 -3.612 0.557 1.494 0.530
N 4.999 -3.939 -4.521 -0.330 -0.721 -0.856
C 6.443 -3.850 -4.434 -0.592 0.886 0.362
C 7.117 -5.068 -5.016 0.477 0.012 0.592
O 8.532 -4.962 -4.900 -0.409 -0.178 -0.109
C 9.181 -4.503 -6.045 0.751 0.227 -0.401
H 0.374 -5.033 -4.263 -0.065 -0.597 0.628
H 0.181 -3.568 -3.451 0.535 0.331 0.184
H 0.773 -4.897 -2.459 0.216 -0.313 -0.102
H 2.905 -5.613 -5.027 0.103 -0.235 0.114
H 2.672 -6.044 -3.289 -0.345 0.009 -0.156
H 4.990 -5.777 -3.491 -0.076 -0.085 -0.160
H 4.312 -4.380 -2.634 -0.073 -0.559 0.205
H 4.579 -3.029 -4.419 -0.108 -0.013 0.012
H 6.740 -3.646 -3.393 0.422 -0.322 -0.083
H 6.714 -2.959 -5.008 0.234 -0.096 -0.036
H 6.784 -5.192 -6.049 0.101 -0.159 -0.023
H 6.873 -5.951 -4.422 -0.218 -0.061 -0.244
H 9.043 -3.434 -6.254 -0.207 -0.017 0.160
H 8.918 -5.053 -6.957 -0.183 -0.107 0.143
H 10.248 -4.659 -5.871 -0.029 0.055 -0.055
C 6.540 3.600 -1.006 0.208 0.280 0.087
O 6.974 3.296 0.301 0.123 0.111 -0.109
C 6.109 2.449 1.016 -0.564 -0.823 0.162
C 6.906 1.243 1.554 -0.449 1.308 -0.407
N 6.077 0.067 1.719 0.210 -0.136 0.044
C 5.315 0.103 2.953 0.661 0.177 1.040
C 4.793 -1.242 3.406 -0.272 0.026 -1.003
O 5.831 -1.975 4.004 0.005 0.232 0.541
C 5.359 -3.148 4.617 0.170 -0.251 0.046
H 6.579 2.740 -1.684 -0.221 -0.145 0.181
H 7.237 4.335 -1.406 -0.089 0.097 0.064
H 5.535 4.032 -0.967 -0.040 -0.048 -0.262
H 5.283 2.047 0.411 0.201 0.161 -0.245
H 5.633 2.993 1.841 0.127 0.165 -0.048
H 7.354 1.639 2.479 0.368 -0.643 0.062
H 7.666 1.063 0.797 0.163 -0.198 0.152
H 6.708 -0.727 1.736 -0.233 -0.157 0.151
H 4.522 0.856 2.935 -0.165 -0.179 -0.440
H 5.964 0.441 3.787 -0.080 0.008 -0.073
H 4.443 -1.823 2.537 -0.295 0.172 0.063
H 3.946 -1.071 4.084 0.097 -0.197 0.186
H 6.192 -3.574 5.174 0.017 -0.114 -0.138
H 4.999 -3.862 3.866 0.005 -0.048 0.081
H 4.553 -2.965 5.340 -0.028 0.201 -0.136
C -2.463 4.601 2.760 0.361 0.474 -1.032
O -2.112 5.642 1.839 -0.229 0.161 0.211
C -3.200 6.143 1.044 0.500 -0.612 0.164
C -2.845 7.576 0.647 -0.045 -0.687 0.647
N -1.859 7.699 -0.429 0.823 -0.991 0.538
C -0.451 7.464 0.007 0.158 -0.056 -1.060
C -0.004 8.204 1.223 0.980 0.491 0.035
O 1.426 8.134 1.204 -0.138 -0.298 0.064
C 2.005 8.727 2.336 0.328 0.332 -0.199
H -1.565 3.994 2.867 -0.098 0.070 0.305
H -3.237 3.978 2.302 -0.193 0.000 0.353
H -2.774 5.065 3.697 -0.219 -0.325 0.111
H -4.152 6.107 1.589 0.121 0.053 0.068
H -3.259 5.432 0.202 -0.369 0.420 -0.217
H -2.453 7.947 1.598 0.017 0.499 -0.286
H -3.744 8.150 0.424 -0.031 -0.059 -0.239
H -1.962 6.846 -0.977 -0.643 0.497 -0.503
H 0.181 7.753 -0.840 -0.060 0.422 0.125
H -0.175 6.406 0.116 -0.473 -0.051 0.430
H -0.408 7.734 2.127 0.102 0.152 0.109
H -0.241 9.276 1.190 -0.515 -0.135 0.036
H 1.823 9.813 2.364 -0.450 -0.171 0.225
H 3.092 8.669 2.252 -0.060 -0.434 -0.026
H 1.665 8.217 3.242 0.056 0.250 0.177
C 1.504 -0.702 1.678 0.375 0.358 0.397
O 1.501 -0.848 0.265 -0.210 0.191 0.904
C 0.593 -1.854 -0.185 0.042 -0.287 -0.758
C -0.186 -1.241 -1.336 0.684 1.178 -0.820
N -1.426 -0.536 -1.042 -0.007 -0.950 1.391
C -2.468 -1.483 -0.614 -0.077 0.434 -0.967
C -3.656 -0.681 -0.160 -2.045 -1.477 0.293
O -3.318 0.352 0.704 0.422 0.352 -0.002
C -4.408 1.184 1.026 -0.137 -0.245 -0.263
H 0.740 0.005 2.032 -0.236 -0.248 -0.174
H 2.451 -0.255 1.986 0.102 -0.169 -0.207
H 1.378 -1.662 2.182 0.026 -0.023 -0.033
H -0.032 -2.209 0.633 -0.028 -0.056 0.005
H 1.204 -2.680 -0.556 -0.118 -0.183 0.132
H -0.307 -1.843 -2.236 -0.246 -0.528 0.357
H 0.512 -0.468 -1.690 -0.050 -0.070 -0.180
H -1.272 -0.038 -0.162 0.164 0.596 -0.461
H -2.169 -2.212 0.147 0.238 0.150 0.159
H -2.764 -2.061 -1.499 -0.095 -0.057 0.111
H -4.352 -1.380 0.359 0.348 0.007 0.241
H -4.330 -0.389 -0.977 0.656 0.694 -0.292
H -3.983 2.044 1.534 -0.214 0.069 0.140
H -5.148 0.661 1.646 0.181 0.045 0.175
H -4.951 1.496 0.123 0.196 0.111 -0.025
C 1.803 3.658 2.603 -0.293 0.918 -0.034
C 1.957 4.624 3.758 -0.906 -0.714 0.162
O 1.730 3.965 4.998 0.265 -0.104 0.179
O 0.491 3.096 2.673 0.623 -0.359 0.102
H 2.594 2.903 2.646 -0.136 -0.091 -0.185
H 1.847 4.267 1.690 0.445 -0.305 -0.089
H 1.163 5.372 3.661 0.428 0.454 -0.243
H 2.965 5.027 3.766 -0.050 0.301 0.066
H 0.861 3.555 4.911 0.047 -0.089 0.037
H 0.469 2.496 1.914 -0.296 -0.001 -0.211
C -5.012 0.542 -5.145 0.182 -0.639 0.019
C -4.620 0.328 -3.684 -0.243 -0.485 -0.748
O -5.768 -0.073 -2.958 -0.359 0.542 0.504
O -3.919 1.067 -5.905 -0.571 -0.011 0.252
H -5.924 1.144 -5.164 0.210 0.294 -0.120
H -5.294 -0.435 -5.563 0.067 0.105 -0.093
H -4.220 1.272 -3.318 -0.053 -0.141 0.452
H -3.873 -0.468 -3.611 0.350 0.317 -0.019
H -5.963 -1.018 -3.045 0.260 0.050 -0.165
H -4.178 1.931 -6.231 0.117 0.037 -0.030
C 0.813 2.451 -1.229 -0.125 -0.616 0.112
C 2.100 2.622 -2.017 0.449 0.733 0.189
O 1.834 2.588 -3.414 -0.041 -0.335 0.143
O 1.108 1.912 0.065 -0.315 0.223 0.202
H 0.154 1.758 -1.762 0.010 0.156 -0.115
H 0.273 3.385 -1.086 0.073 0.059 -0.012
H 2.815 1.867 -1.671 -0.194 -0.276 -0.300
H 2.573 3.587 -1.781 -0.135 -0.046 0.145
H 2.660 2.396 -3.864 -0.036 0.052 -0.085
H 1.067 0.941 0.017 0.315 0.064 -0.203
C -7.500 -3.159 -1.591 -0.208 -0.482 -0.330
C -7.340 -2.251 -0.406 -0.542 1.052 -0.026
O -7.832 -0.935 -0.703 0.050 -0.343 -0.056
O -6.712 -2.646 -2.678 0.025 -0.345 0.007
H -8.553 -3.217 -1.885 0.028 0.366 -0.057
H -7.228 -4.204 -1.401 0.307 0.183 0.334
H -6.304 -2.166 -0.067 -0.019 -0.338 -0.021
H -7.995 -2.576 0.402 0.267 -0.268 0.098
H -7.385 -0.587 -1.486 0.165 0.027 0.101
H -6.336 -3.391 -3.153 -0.032 0.081 -0.102
C 1.142 -5.766 2.131 0.453 -0.523 0.003
C 0.083 -6.846 2.298 -0.611 0.515 0.907
O -0.764 -7.067 1.200 0.179 -0.508 -0.663
O 0.691 -4.429 2.072 -0.156 -0.298 -0.023
H 1.704 -6.020 1.226 -0.057 0.333 -0.106
H 1.845 -5.886 2.969 -0.023 -0.015 -0.030
H -0.522 -6.617 3.193 0.053 0.114 -0.079
H 0.577 -7.789 2.542 0.110 -0.029 -0.300
H -1.475 -6.421 1.137 0.264 0.411 0.541
H 0.678 -4.085 2.982 -0.083 0.040 -0.387
C -4.064 -5.499 1.042 -0.197 -0.413 -0.774
C -3.991 -6.789 0.223 0.328 -0.088 1.292
O -4.266 -7.964 0.999 -0.361 0.519 -0.064
O -2.989 -5.332 1.969 -0.790 -0.363 -0.048
H -5.047 -5.481 1.525 0.146 0.145 0.215
H -4.036 -4.696 0.313 0.181 0.421 0.074
H -2.975 -6.920 -0.161 -0.250 0.278 -0.670
H -4.776 -6.676 -0.522 0.251 -0.450 -0.321
H -3.633 -7.975 1.725 0.141 -0.185 -0.111
H -3.326 -5.759 2.764 0.453 0.137 0.252
C -7.619 2.935 1.628 0.189 -0.223 -0.973
C -7.481 4.325 1.043 -0.479 0.301 0.621
O -6.959 5.265 2.004 -0.383 -0.343 -0.345
O -8.629 2.781 2.608 0.168 0.268 0.197
H -6.624 2.647 1.982 -0.206 -0.158 0.392
H -7.900 2.260 0.810 0.247 -0.019 -0.012
H -8.478 4.665 0.733 0.134 0.006 -0.255
H -6.817 4.329 0.181 0.069 -0.107 -0.008
H -7.736 5.561 2.485 0.284 0.301 0.253
H -8.981 3.645 2.840 0.023 -0.035 0.123
O 0.598 -3.223 4.514 -0.048 0.082 0.365
H -0.143 -3.420 5.096 -0.017 0.006 -0.028
H 0.991 -2.418 4.867 0.049 -0.001 -0.070